# 1
The following is a DFT calculation (ωB97M-V with the def2-TZVPD basis set) of a cluster of 12 separate species, C34H58N4O26S in total in a non-equilibrium geometry.

Positions of all 123 atoms, in Å:
1 C 0.172 -0.497 -4.554
2 N 1.216 0.583 -4.793
3 O 1.642 0.603 -5.888
4 O 1.583 1.360 -3.895
5 H -0.240 -0.429 -3.559
6 H 0.613 -1.435 -4.837
7 H -0.625 -0.178 -5.234
8 C -2.559 -0.740 4.334
9 N -3.358 -1.754 3.543
10 O -4.242 -1.334 2.875
11 O -3.059 -2.952 3.606
12 H -2.424 0.078 3.624
13 H -1.592 -1.152 4.554
14 H -3.126 -0.415 5.193
15 C 1.865 -0.820 4.752
16 N 2.409 0.546 4.449
17 O 3.596 0.754 4.605
18 O 1.622 1.416 4.175
19 H 1.239 -0.687 5.621
20 H 2.695 -1.491 4.887
21 H 1.291 -1.143 3.888
22 C -1.819 -3.268 -4.231
23 N -1.329 -3.430 -2.851
24 O -2.138 -3.369 -1.969
25 O -0.154 -3.665 -2.674
26 H -2.004 -2.213 -4.387
27 H -2.783 -3.772 -4.249
28 H -1.151 -3.834 -4.862
29 O 1.309 5.429 1.154
30 S 1.330 6.229 2.316
31 O 0.928 7.571 2.218
32 O 0.475 5.558 3.468
33 C 1.303 4.586 4.149
34 C 2.637 5.335 4.244
35 O 2.763 6.093 2.993
36 H 0.945 4.430 5.165
37 H 1.289 3.635 3.629
38 H 3.543 4.766 4.436
39 H 2.555 6.090 5.043
40 O 4.058 -5.349 -3.083
41 C 4.173 -4.268 -3.257
42 C 3.136 -3.310 -3.839
43 C 3.632 -1.930 -3.281
44 C 5.142 -2.161 -3.106
45 O 5.301 -3.614 -2.925
46 H 3.228 -3.369 -4.924
47 H 2.163 -3.558 -3.448
48 H 3.482 -1.134 -4.020
49 H 3.074 -1.677 -2.382
50 H 5.680 -1.874 -4.014
51 H 5.566 -1.649 -2.248
52 O 2.930 -3.786 5.678
53 C 2.075 -4.093 4.974
54 C 2.037 -5.218 3.954
55 C 0.826 -4.822 3.092
56 C -0.071 -4.156 4.139
57 O 0.870 -3.461 5.024
58 H 2.988 -5.238 3.419
59 H 1.928 -6.169 4.481
60 H 1.080 -4.149 2.277
61 H 0.280 -5.662 2.658
62 H -0.716 -3.430 3.659
63 H -0.686 -4.843 4.719
64 O -4.633 7.513 3.216
65 C -3.976 7.144 2.310
66 C -3.104 7.950 1.391
67 C -2.185 6.877 0.704
68 C -2.981 5.574 0.884
69 O -3.835 5.791 1.999
70 H -3.673 8.540 0.679
71 H -2.527 8.627 2.024
72 H -2.068 7.092 -0.357
73 H -1.215 6.833 1.167
74 H -3.559 5.276 0.011
75 H -2.286 4.753 1.096
76 O -3.024 -8.786 1.314
77 C -2.630 -7.776 0.949
78 C -2.508 -6.492 1.753
79 C -1.612 -5.596 0.872
80 C -1.830 -6.184 -0.539
81 O -2.253 -7.563 -0.331
82 H -3.506 -6.047 1.845
83 H -2.154 -6.654 2.764
84 H -1.917 -4.546 0.853
85 H -0.559 -5.616 1.141
86 H -2.604 -5.690 -1.115
87 H -0.896 -6.203 -1.092
88 O -3.096 -0.393 -3.351
89 C -3.494 0.234 -4.255
90 C -4.628 1.226 -4.270
91 C -4.546 1.891 -5.646
92 C -3.588 0.982 -6.461
93 O -2.964 0.095 -5.490
94 H -5.564 0.718 -4.041
95 H -4.443 1.940 -3.470
96 H -5.462 2.127 -6.168
97 H -4.013 2.843 -5.555
98 H -4.080 0.369 -7.216
99 H -2.800 1.561 -6.936
100 O -0.732 -2.145 1.584
101 C -0.717 -1.123 0.964
102 C -0.296 -0.946 -0.491
103 C -0.599 0.529 -0.775
104 C -0.851 1.129 0.641
105 O -1.260 0.024 1.444
106 H 0.769 -1.143 -0.609
107 H -0.893 -1.618 -1.092
108 H 0.189 1.077 -1.285
109 H -1.517 0.642 -1.355
110 H 0.081 1.536 1.027
111 H -1.620 1.885 0.608
112 O 6.407 4.900 -0.521
113 C 5.362 4.359 -0.732
114 C 4.410 3.631 0.240
115 C 3.130 3.541 -0.577
116 C 3.666 3.419 -2.012
117 O 4.948 4.105 -2.005
118 H 4.917 2.675 0.418
119 H 4.393 4.167 1.183
120 H 2.499 2.685 -0.297
121 H 2.490 4.416 -0.455
122 H 3.874 2.403 -2.354
123 H 2.969 3.878 -2.712

## Properties
SMILES string	C[N+](=O)[O-].C[N+](=O)[O-].C[N+](=O)[O-].C[N+](=O)[O-].O=S1(=O)OCCO1.O=C1CCCO1.O=C1CCCO1.O=C1CCCO1.O=C1CCCO1.O=C1CCCO1.O=C1CCCO1.O=C1CCCO1
total energy	-3903.42519	Eh
HOMO-LUMO gap	9.639	eV
lowest unoccupied orbital energy	-0.391	eV

These are the Mulliken partial charges, in e, on atoms 1 to 2: -0.25 0.99

---

# 2
The following is a DFT calculation (ωB97M-V with the def2-TZVPD basis set) of a structure of composition C34H58NOP2PbS3 in a non-equilibrium geometry.

Positions of all 100 atoms, in Å:
1 Pb -0.512 0.705 -0.052
2 C -4.107 -0.620 1.738
3 C -3.246 -1.137 2.890
4 S -1.666 -0.251 3.002
5 C -0.515 -1.567 3.449
6 C -0.135 -2.636 2.380
7 S -0.428 -2.314 0.613
8 C -2.051 -3.115 0.357
9 C -3.112 -2.293 -0.376
10 S -3.353 -0.558 0.088
11 H -5.027 -1.199 1.659
12 H -4.411 0.413 1.925
13 H -3.791 -1.000 3.823
14 H -3.046 -2.201 2.793
15 H 0.383 -1.044 3.780
16 H -0.907 -2.072 4.332
17 H 0.934 -2.840 2.453
18 H -0.629 -3.584 2.585
19 H -1.873 -4.028 -0.211
20 H -2.409 -3.424 1.335
21 H -2.886 -2.253 -1.440
22 H -4.071 -2.806 -0.292
23 C 2.710 4.773 1.495
24 C 3.139 3.321 1.698
25 C 4.244 2.864 0.747
26 P 1.739 2.127 1.862
27 C 0.784 2.546 3.368
28 C -0.425 3.406 2.999
29 C 1.605 3.198 4.494
30 C 2.420 0.485 2.030
31 C 2.889 0.022 3.257
32 C 3.514 -1.219 3.353
33 C 3.641 -2.028 2.215
34 C 3.170 -1.596 0.998
35 C 2.549 -0.322 0.880
36 N 1.946 0.074 -0.292
37 C 2.520 -0.296 -1.459
38 C 3.933 -0.476 -1.543
39 C 4.520 -0.990 -2.668
40 C 3.716 -1.377 -3.741
41 C 2.335 -1.149 -3.709
42 C 1.713 -0.552 -2.627
43 P -0.069 -0.156 -2.755
44 C -0.209 1.262 -3.936
45 C 0.539 1.172 -5.270
46 C -1.687 1.603 -4.133
47 C -0.929 -1.649 -3.440
48 C -1.009 -1.787 -4.967
49 C -0.366 -2.937 -2.819
50 H 3.606 5.384 1.369
51 H 2.162 5.168 2.348
52 H 2.095 4.910 0.605
53 H 3.513 3.228 2.731
54 H 4.042 3.170 -0.282
55 H 4.407 1.785 0.767
56 H 5.177 3.341 1.049
57 H 0.422 1.579 3.719
58 H -0.123 4.393 2.642
59 H -1.040 3.546 3.891
60 H -1.046 2.936 2.231
61 H 1.980 4.181 4.213
62 H 2.446 2.588 4.828
63 H 0.947 3.339 5.354
64 H 2.809 0.644 4.140
65 H 3.914 -1.549 4.305
66 H 4.100 -3.006 2.289
67 H 3.200 -2.261 0.143
68 H 4.549 -0.163 -0.709
69 H 5.597 -1.098 -2.719
70 H 4.163 -1.814 -4.627
71 H 1.754 -1.414 -4.582
72 H 0.246 2.071 -3.375
73 H 0.101 0.442 -5.949
74 H 1.599 0.953 -5.148
75 H 0.473 2.146 -5.759
76 H -2.223 0.826 -4.681
77 H -1.764 2.518 -4.723
78 H -2.201 1.766 -3.182
79 H -1.947 -1.502 -3.077
80 H -0.027 -1.949 -5.414
81 H -1.478 -0.938 -5.459
82 H -1.611 -2.668 -5.196
83 H 0.519 -3.272 -3.365
84 H -1.108 -3.733 -2.899
85 H -0.077 -2.834 -1.769
86 C -2.989 3.042 -0.229
87 C -1.953 3.985 -0.779
88 O -0.704 3.300 -0.999
89 C 0.200 4.161 -1.722
90 C 1.593 3.577 -1.776
91 H -3.947 3.560 -0.165
92 H -2.744 2.703 0.784
93 H -3.144 2.172 -0.874
94 H -1.771 4.808 -0.084
95 H -2.287 4.417 -1.726
96 H 0.216 5.135 -1.224
97 H -0.203 4.322 -2.726
98 H 1.996 3.463 -0.776
99 H 2.259 4.237 -2.335
100 H 1.623 2.597 -2.254

## Properties
charge	+3
total energy	-3529.52443	Eh
HOMO-LUMO gap (alpha / beta)	4.503 / 4.506	eV
lowest unoccupied orbital energy (alpha / beta)	-11.373 / -11.372	eV

These are the Mulliken partial charges, in e, on atoms 1 to 2: 0.06 -1.05

---

> Look up the total energy of the first one.

-3903.42519 Eh